(1)
Formula: C26H28N4O2
Source: the Open Molecules 2025 dataset
Level of theory: ωB97M-V with the def2-TZVPD basis set

As for the SMILES: O=C(C[C@H]1C(=O)NCCN1Cc1ccc(-c2ccccc2)cc1)NCCc1ccccn1. The value obtained for the orbital gap is 8.97 eV. As for the molar mass: 428.54 g/mol.

Last column: natural (NBO) charge in e.
Atoms and positions in Å:
O1 -0.6202 2.4728 3.0390  -0.667
C1 -0.3175 2.9738 1.9687  0.679
N1 0.9049 3.4528 1.6968  -0.625
C2 2.0565 3.1640 2.5164  -0.216
H1 1.7128 2.5925 3.3823  0.235
H2 2.5055 4.1016 2.8633  0.191
C3 3.0779 2.3598 1.7032  -0.466
C4 3.7216 3.1807 0.6233  0.246
N2 2.9358 3.9957 -0.0735  -0.477
C5 3.4572 4.7184 -1.0479  0.059
C6 4.7968 4.6766 -1.3959  -0.271
C7 5.6263 3.8325 -0.6737  -0.157
C8 5.0837 3.0765 0.3503  -0.251
H3 5.7037 2.4109 0.9318  0.216
H4 6.6799 3.7667 -0.9047  0.217
H5 5.1782 5.2831 -2.2022  0.220
H6 2.7616 5.3615 -1.5725  0.191
H7 3.8431 1.9475 2.3615  0.211
H8 2.5462 1.5343 1.2186  0.264
H9 1.1682 3.7519 0.7615  0.438
C9 -1.3053 3.1163 0.8160  -0.483
H10 -0.9215 3.8366 0.0958  0.219
H11 -2.2642 3.4682 1.1964  0.245
C10 -1.5441 1.7472 0.1150  -0.136
N3 -2.8560 1.2336 0.4505  -0.439
C11 -2.8852 0.7141 1.7983  -0.247
C12 -1.8828 -0.4197 2.0495  -0.235
N4 -0.6400 -0.1529 1.3625  -0.601
C13 -0.3899 0.8045 0.4592  0.680
O2 0.7149 0.9261 -0.0466  -0.668
H12 0.1402 -0.7564 1.5848  0.403
H13 -2.2772 -1.3834 1.7046  0.198
H14 -1.6837 -0.4897 3.1235  0.208
H15 -2.6334 1.5391 2.4692  0.240
H16 -3.8957 0.3710 2.0270  0.204
C14 -3.5051 0.4280 -0.5715  -0.229
C15 -2.8866 -0.9189 -0.8660  -0.049
C16 -3.4602 -2.0832 -0.3658  -0.208
C17 -2.8774 -3.3162 -0.5862  -0.235
C18 -1.6907 -3.4207 -1.3078  0.020
C19 -1.1260 -2.2572 -1.8239  -0.215
C20 -1.7213 -1.0281 -1.6159  -0.202
H17 -1.2698 -0.1474 -2.0474  0.216
H18 -0.2233 -2.3177 -2.4136  0.216
C21 -1.0519 -4.7269 -1.5250  0.027
C22 -1.8140 -5.8504 -1.8362  -0.238
C23 -1.2088 -7.0762 -2.0416  -0.193
C24 0.1662 -7.2012 -1.9339  -0.220
C25 0.9334 -6.0911 -1.6225  -0.204
C26 0.3307 -4.8633 -1.4223  -0.233
H19 0.9322 -4.0031 -1.1660  0.215
H20 2.0063 -6.1833 -1.5345  0.213
H21 0.6380 -8.1596 -2.0927  0.213
H22 -1.8117 -7.9380 -2.2890  0.211
H23 -2.8854 -5.7554 -1.9384  0.213
H24 -3.3323 -4.2056 -0.1742  0.214
H25 -4.3769 -2.0215 0.2056  0.209
H26 -4.5401 0.2872 -0.2449  0.203
H27 -3.5198 1.0299 -1.4861  0.205
H28 -1.5103 1.9186 -0.9647  0.229


(2)
Formula: C26H28N5OS5Tc
Source: the Open Molecules 2025 dataset
Level of theory: ωB97M-V with the def2-TZVPD basis set

The multiplicity is 4. The value obtained for the orbital gap (spin up / spin down) is 6.67 / 6.09 eV. The charge is +1. As for the molar mass: 684.88 g/mol.

Last column: Mulliken spin population.
Atoms and positions in Å:
Tc1 -1.0850 -1.1172 -0.6212  2.367
N1 0.7467 3.3238 8.5646  0.000
C1 0.5221 2.8298 7.5506  0.000
C2 0.2401 2.2063 6.2723  0.000
C3 -0.7772 1.2634 6.1687  0.000
C4 -1.0392 0.6660 4.9474  -0.001
C5 -0.2809 0.9953 3.8266  0.004
C6 0.7402 1.9363 3.9411  -0.001
C7 0.9952 2.5494 5.1556  0.000
C8 -0.5385 0.3259 2.5188  0.033
C9 0.5045 -0.4252 1.9753  0.044
C10 1.7161 -0.7632 2.6123  0.040
C11 2.4090 -1.6109 1.7691  -0.003
C12 1.6071 -1.7731 0.6352  0.016
N2 0.4674 -1.0624 0.7323  -0.008
C13 -1.8100 0.4715 1.9620  -0.046
C14 -2.8766 1.2348 2.4918  0.018
C15 -3.9619 1.0635 1.6590  0.006
C16 -3.5359 0.2048 0.6337  0.016
N3 -2.2501 -0.1472 0.7854  -0.041
H1 -1.3550 0.9986 7.0448  0.000
H2 -1.8238 -0.0769 4.8656  0.000
H3 1.3268 2.1993 3.0684  0.000
H4 1.7804 3.2888 5.2457  0.000
H5 2.0153 -0.4421 3.5999  0.003
H6 3.3653 -2.0816 1.9481  0.000
H7 1.7998 -2.3951 -0.2267  0.008
H8 -2.8276 1.8414 3.3834  0.001
H9 -4.9514 1.4844 1.7638  0.001
H10 -4.1136 -0.1701 -0.1975  -0.008
S1 -1.4796 -3.2503 0.2478  0.079
S2 -3.4631 -3.5685 -0.1373  0.033
S3 -3.5494 -3.2571 -2.1543  0.112
S4 -2.7849 -1.4025 -2.3104  0.279
O1 -0.6020 0.8148 -1.4132  0.032
S5 -0.9222 2.2189 -1.9070  0.002
C17 -1.5565 3.1044 -0.4615  0.001
C18 -2.8822 3.7305 -0.8843  0.003
C19 -3.5843 2.6483 -1.7034  -0.001
C20 -2.5436 2.1824 -2.7171  0.005
H11 -0.7969 3.8049 -0.1222  -0.001
H12 -1.6980 2.3181 0.2882  0.002
H13 -2.7064 4.6173 -1.4982  0.000
H14 -3.4582 4.0408 -0.0140  -0.001
H15 -4.4857 3.0091 -2.2002  -0.002
H16 -3.8675 1.8202 -1.0483  0.003
H17 -2.4502 2.8769 -3.5544  -0.001
H18 -2.6801 1.1758 -3.1113  0.000
N4 0.2774 -1.7623 -2.0513  -0.034
C21 1.2026 -1.7458 -2.7434  0.027
N5 2.2139 -1.7577 -3.5700  0.011
C22 3.5082 -1.1193 -3.1733  0.001
C23 4.6576 -1.8707 -3.8401  0.000
C24 4.4209 -3.3805 -3.7895  0.000
C25 3.1512 -3.7958 -4.5709  0.001
C26 2.2214 -2.6070 -4.7847  -0.002
H19 3.5931 -1.1794 -2.0897  0.000
H20 3.4952 -0.0680 -3.4556  0.000
H21 5.5768 -1.6068 -3.3182  0.000
H22 4.7783 -1.5403 -4.8738  0.000
H23 4.3281 -3.6827 -2.7425  0.000
H24 5.2896 -3.9056 -4.1839  0.000
H25 2.6194 -4.5770 -4.0272  0.000
H26 3.4077 -4.2061 -5.5486  0.000
H27 1.2035 -2.9148 -5.0022  0.001
H28 2.5571 -1.9824 -5.6101  0.000